43
Properties=species:S:1:pos:R:3:forces:R:3:mulliken_charge:R:1 method="wB97M-V/def2-TZVPD" relative_energy_kcal_mol=49.33 smiles="COc1ccc(CCNC(=O)c2cc(C)oc2C)cc1OC" orbital_gap_ev=8.7930 largest_force_ha_per_bohr=0.0216 e_tot_ha=-1016.1001
C 3.5824 -1.3194 -1.1442 0.4 0.2 -0.2 -0.62
O 2.5480 -2.2444 -0.8997 -0.3 -0.1 0.1 -0.48
C 1.5712 -1.9914 0.0208 -0.1 -0.1 0.0 0.39
C 0.6986 -3.0572 0.2239 0.2 0.2 -0.1 -0.77
C -0.3837 -2.9656 1.0771 0.0 0.1 0.1 -0.47
C -0.6100 -1.7920 1.7778 0.1 -0.1 0.2 -0.04
C -1.8548 -1.5796 2.5913 -0.1 0.1 -0.2 -1.31
C -3.0352 -1.2044 1.6558 0.0 0.1 0.2 -0.86
N -2.5879 -0.5034 0.4743 -0.2 -0.1 -0.2 -0.17
C -2.1664 0.7879 0.5246 -0.1 -0.1 -0.3 0.54
O -2.4521 1.5383 1.4423 0.0 0.1 0.4 -0.73
C -1.3464 1.1997 -0.6289 0.4 0.8 -0.3 1.40
C -0.6537 0.3676 -1.5648 0.3 0.4 -0.4 -0.42
C 0.0520 1.1991 -2.3735 -0.1 -1.0 0.1 -0.12
C 0.9631 0.9258 -3.5153 -0.2 0.3 0.1 -1.53
O -0.1612 2.4883 -2.0103 0.1 0.3 -0.1 -0.38
C -0.9966 2.4885 -0.9527 -0.7 -0.5 0.7 0.17
C -1.3940 3.7862 -0.3541 0.1 0.0 -0.2 -1.56
C 0.2748 -0.7351 1.6073 0.1 -0.1 0.0 -0.12
C 1.3543 -0.7996 0.7368 0.2 0.1 -0.1 1.23
O 2.2036 0.2592 0.5298 -0.1 -0.6 -0.2 -0.47
C 1.9633 1.4614 1.2192 0.0 0.3 0.1 -0.84
H 4.1531 -1.1032 -0.2387 0.0 0.0 -0.1 0.27
H 4.2304 -1.8066 -1.8733 0.0 0.0 0.1 0.31
H 3.2006 -0.3854 -1.5609 0.1 -0.1 0.0 0.11
H 0.8906 -3.9618 -0.3316 0.1 -0.1 -0.1 0.43
H -1.0510 -3.8067 1.1911 -0.1 -0.1 0.0 0.42
H -2.1172 -2.4767 3.1527 0.0 0.0 0.1 0.50
H -1.6913 -0.7627 3.2938 0.0 0.0 0.1 0.32
H -3.7316 -0.5538 2.1877 0.0 -0.2 -0.1 0.37
H -3.5611 -2.1020 1.3260 0.0 0.1 0.0 0.44
H -2.1958 -1.0833 -0.2500 0.0 0.1 0.0 0.32
H -0.6476 -0.7029 -1.6164 0.1 -0.3 -0.1 0.44
H 0.5141 1.2549 -4.4524 0.0 0.0 -0.1 0.39
H 1.1634 -0.1400 -3.5743 0.0 -0.1 0.0 0.32
H 1.9007 1.4643 -3.3860 0.1 0.0 0.0 0.33
H -2.0393 4.3380 -1.0374 0.0 0.1 0.0 0.40
H -1.9292 3.5936 0.5710 0.0 0.0 0.0 0.30
H -0.5142 4.3963 -0.1553 0.0 0.1 0.0 0.34
H 0.0890 0.1735 2.1567 0.0 0.2 0.0 0.32
H 2.7282 2.1523 0.8665 -0.1 0.0 0.1 0.26
H 0.9736 1.8692 0.9921 0.0 0.0 0.0 0.20
H 2.0653 1.3331 2.3016 0.0 0.0 0.0 0.37